1.
DFT (ωB97M-V/def2-TZVPD) results for a molecular structure, C2H3InLiO4.

XYZ file:
```
11
C2H3InLiO4 | OMol25 | ωB97M-V/def2-TZVPD
O -0.56845 0.72525 -0.10266
C 0.25730 0.96410 -0.97739
C 1.44889 0.07836 -1.15805
O 1.49101 -0.96173 -0.27786
O -2.44236 -1.65740 2.09308
O -1.77180 -0.73526 3.09345
In 0.06590 -1.00893 0.92153
Li -2.33322 0.24460 1.40812
H 0.10740 1.81391 -1.66742
H 2.32672 0.76479 -1.10231
H 1.41862 -0.22768 -2.23050
```

Results
Total charge ... +1
Electronic energy ... -15678.842 eV
HOMO (spin up / spin down) ... -0.5073 / -0.4805 hartree
HOMO-LUMO gap (spin up / spin down) ... 7.022 / 7.874 eV

2.
DFT (ωB97M-V/def2-TZVPD) results for a molecular structure, C2H3Ir.

XYZ file:
```
6
C2H3Ir | OMol25 | ωB97M-V/def2-TZVPD
C -0.38226 -0.57896 -0.26240
H -0.32425 -1.50201 0.30525
C -0.79963 0.58042 -0.38838
H -1.52522 1.35154 -0.15059
H 1.70051 -0.56225 0.10036
Ir 1.27733 1.12846 0.52212
```

Results
Total charge ... +2
Electronic energy ... -4930.209 eV
Multiplicity ... 5
HOMO (spin up / spin down) ... -0.7759 / -0.8600 hartree
HOMO-LUMO gap (spin up / spin down) ... 7.796 / 7.759 eV

3.
DFT (ωB97M-V/def2-TZVPD) results for a molecular structure, C2H3KNO4S.

XYZ file:
```
12
C2H3KNO4S | OMol25 | ωB97M-V/def2-TZVPD
K 2.49286 -0.24544 0.59361
S 1.65579 -2.51884 -1.71379
O 1.60486 -2.74084 -0.21468
O 1.80897 -1.02717 -1.91596
O 2.83359 -3.21700 -2.27389
O 0.40024 -2.98577 -2.32677
C -2.17156 2.39055 1.48376
C -1.06611 1.58992 0.98465
N -0.21953 0.96077 0.54884
H -1.83034 3.41080 1.65937
H -2.53340 1.97527 2.42140
H -2.97538 2.40774 0.75347
```

Results
Total charge ... -1
Electronic energy ... -38964.551 eV
HOMO ... -0.1013 hartree
HOMO-LUMO gap ... 4.383 eV

4.
DFT (ωB97M-V/def2-TZVPD) results for a molecular structure, C2H3LiNaO.

XYZ file:
```
8
C2H3LiNaO | OMol25 | ωB97M-V/def2-TZVPD
O 0.24737 -1.50609 -1.07850
C 0.25727 -0.31100 -1.45622
Na -0.25241 -0.94861 1.05519
Li -0.62243 1.32697 -0.31995
H 0.54488 -0.23290 -2.55748
C -0.41397 1.41476 1.73440
H -0.71573 2.46725 1.92891
H -0.15860 1.06037 2.75681
```

Results
Electronic energy ... -8787.997 eV
Multiplicity ... 2
HOMO (spin up / spin down) ... -0.2578 / -0.2578 hartree
HOMO-LUMO gap (spin up / spin down) ... 6.783 / 6.642 eV

5.
DFT (ωB97M-V/def2-TZVPD) results for a molecular structure, C2H3LiOPt.

XYZ file:
```
8
C2H3LiOPt | OMol25 | ωB97M-V/def2-TZVPD
O -0.33398 0.14874 0.86269
C -1.20270 0.49545 -0.00969
Li 0.72380 -0.87581 0.81492
Pt 0.46763 1.67795 -0.21135
H -2.23705 0.19384 0.27060
C 1.28000 0.00520 -1.17408
H 1.76682 0.33034 -2.11226
H 1.57674 -1.05333 -1.30612
```

Results
Total charge ... +1
Electronic energy ... -7607.292 eV
Multiplicity ... 4
HOMO (spin up / spin down) ... -0.4588 / -0.5579 hartree
HOMO-LUMO gap (spin up / spin down) ... 6.815 / 9.421 eV

6.
DFT (ωB97M-V/def2-TZVPD) results for a molecular structure, C2H3LiOSm.

XYZ file:
```
8
C2H3LiOSm | OMol25 | ωB97M-V/def2-TZVPD
O 1.52659 0.68973 -0.13595
C 1.60274 0.60673 -1.39436
Li 0.03349 0.64265 1.58256
Sm 0.60095 -1.69876 -0.55643
H 2.20089 1.43234 -1.84779
C -1.52478 -0.60018 0.69280
H -2.32041 -1.36951 0.69854
H -2.11947 0.29699 0.96062
```

Results
Total charge ... +1
Electronic energy ... -22268.643 eV
Multiplicity ... 8
HOMO (spin up / spin down) ... -0.4241 / -0.4291 hartree
HOMO-LUMO gap (spin up / spin down) ... 7.098 / 7.270 eV

7.
DFT (ωB97M-V/def2-TZVPD) results for a molecular structure, C2H3N.

XYZ file:
```
6
C2H3N | OMol25 | ωB97M-V/def2-TZVPD
C 0.50005 -0.86884 -0.13136
C -0.09570 0.39375 0.03727
N 0.91387 -1.95915 -0.14119
H -0.27257 0.76821 1.08816
H -1.38219 0.32260 -0.43403
H 0.33653 1.34343 -0.41886
```

Results
Electronic energy ... -3611.249 eV
HOMO ... -0.4201 hartree
HOMO-LUMO gap ... 12.047 eV

8.
DFT (ωB97M-V/def2-TZVPD) results for 2 unconnected molecules or ions with the total composition C2H3N2O.

XYZ file:
```
8
C2H3N2O | OMol25 | ωB97M-V/def2-TZVPD
C -1.18831 0.65187 -0.12472
C -0.70965 -0.57566 0.17264
N 3.14703 0.72114 -0.04930
N 2.07619 0.22048 -0.36894
O -1.52323 1.71001 -0.23046
H -0.89272 -0.76279 1.26430
H 0.27833 -0.59752 -0.20158
H -1.18766 -1.36752 -0.46195
```

Results
Total charge ... +1
Electronic energy ... -7141.189 eV
HOMO ... -0.6862 hartree
HOMO-LUMO gap ... 12.974 eV

9.
DFT (ωB97M-V/def2-TZVPD) results for 2 unconnected molecules or ions with the total composition C2H3N2O2.

XYZ file:
```
9
C2H3N2O2 | OMol25 | ωB97M-V/def2-TZVPD
C 2.86557 -0.10748 -0.40838
C 1.42161 0.39659 1.86321
N 3.72879 -0.11585 0.39717
N 0.63183 0.90562 -0.31032
O 1.99258 -0.00440 -1.26343
O 0.54432 0.03615 0.73419
H 0.70524 0.74797 2.68582
H 2.36193 0.99483 1.55449
H 1.98652 -0.51501 2.32004
```

Results
Total charge ... -1
Electronic energy ... -9193.681 eV
HOMO ... -0.1219 hartree
HOMO-LUMO gap ... 7.742 eV

10.
DFT (ωB97M-V/def2-TZVPD) results for 2 unconnected molecules or ions with the total composition C2H3N2O2.

XYZ file:
```
9
C2H3N2O2 | OMol25 | ωB97M-V/def2-TZVPD
C 0.00088 0.50865 -0.65319
C -1.05163 0.11569 0.20307
N -2.12140 -0.51887 -0.19622
N 2.87501 0.16224 0.06775
O 3.24771 -0.90349 0.55156
O -3.02920 -0.81069 0.68062
H 0.16891 0.11326 -1.75279
H 0.86158 0.88529 -0.13709
H -0.95185 0.44793 1.23630
```

Results
Total charge ... -1
Electronic energy ... -9192.655 eV
HOMO (spin up / spin down) ... -0.1045 / -0.0682 hartree
HOMO-LUMO gap (spin up / spin down) ... 5.574 / 4.669 eV

11.
DFT (ωB97M-V/def2-TZVPD) results for 2 unconnected molecules or ions with the total composition C2H3N2O2.

XYZ file:
```
9
C2H3N2O2 | OMol25 | ωB97M-V/def2-TZVPD
C -2.27882 0.17761 -0.10105
C 1.54517 -0.00772 -0.76860
N -3.36681 0.24320 -0.50747
N 0.93061 -0.45976 1.59767
O 0.08651 0.53804 1.55058
O 1.51480 -0.67377 0.43851
H 0.71442 0.56070 -1.21927
H 2.17943 -0.53113 -1.41675
H -1.32531 0.15285 0.42639
```

Results
Total charge ... -1
Electronic energy ... -9193.325 eV
HOMO (spin up / spin down) ... -0.1001 / -0.0821 hartree
HOMO-LUMO gap (spin up / spin down) ... 7.144 / 6.633 eV

12.
DFT (ωB97M-V/def2-TZVPD) results for a gas-phase ion, C2H3N2O2 (charge +1).

XYZ file:
```
9
C2H3N2O2 | OMol25 | ωB97M-V/def2-TZVPD
H -2.06335 -1.56899 -0.48250
N -1.73100 -0.61332 -0.31854
C -1.16877 0.38198 -0.03360
N 0.62626 0.08765 0.13089
O 0.83881 -1.24757 -0.01474
C 1.36263 1.04081 -0.06257
O 1.82463 2.06284 -0.15909
H -1.19123 1.41351 0.15168
H 1.50203 -1.55692 0.78849
```

Results
Total charge ... +1
Electronic energy ... -9185.688 eV
HOMO ... -0.5916 hartree
HOMO-LUMO gap ... 10.906 eV
SMILES ... [H]/N=C\[N+](O)=C=O

13.
DFT (ωB97M-V/def2-TZVPD) results for 2 unconnected molecules or ions with the total composition C2H3N2O2S.

XYZ file:
```
10
C2H3N2O2S | OMol25 | ωB97M-V/def2-TZVPD
C 1.59886 0.87979 -0.71098
C -1.85568 -0.17988 0.48839
N -2.63371 0.62900 0.15829
N 1.28089 -0.19655 -0.06850
O 1.55083 -1.46120 -0.20806
O -1.01948 -0.91692 0.82665
S 1.81552 1.49391 0.83252
H 1.64623 0.93650 -1.81359
H -3.63495 0.89103 -0.10609
H 1.25149 -2.07567 0.60136
```

Results
Total charge ... +1
Electronic energy ... -20020.095 eV
HOMO ... -0.5386 hartree
HOMO-LUMO gap ... 7.526 eV

14.
DFT (ωB97M-V/def2-TZVPD) results for 2 unconnected molecules or ions with the total composition C2H3N2O2S.

XYZ file:
```
10
C2H3N2O2S | OMol25 | ωB97M-V/def2-TZVPD
C 2.11661 0.34097 0.48008
C -2.58590 -0.31723 0.20437
N 3.18745 0.34832 -0.00384
N -0.11591 0.33803 -0.93059
O 0.97422 0.17200 0.70823
O -0.30661 -0.70819 -1.35450
S -1.64261 0.98067 0.34177
H -3.56973 -0.37386 0.72489
H -2.20193 -1.05369 -0.33738
H 4.14439 0.27297 0.16697
```

Results
Total charge ... +1
Electronic energy ... -20021.303 eV
HOMO ... -0.5474 hartree
HOMO-LUMO gap ... 8.637 eV

15.
DFT (ωB97M-V/def2-TZVPD) results for 2 unconnected molecules or ions with the total composition C2H3N2OP.

XYZ file:
```
9
C2H3N2OP | OMol25 | ωB97M-V/def2-TZVPD
C -1.29665 1.60769 1.03087
C -1.64332 0.48099 1.31153
N 0.68260 0.00753 0.30519
N 0.68483 -0.42356 -0.76319
O 2.24578 -1.63458 -1.93587
P 0.75185 -0.98913 -2.25954
H -0.87897 2.46744 0.61029
H -1.81781 -0.44715 1.58511
H 2.20219 -2.43723 -1.26996
```

Results
Electronic energy ... -16434.703 eV
HOMO ... -0.2936 hartree
HOMO-LUMO gap ... 8.027 eV

16.
DFT (ωB97M-V/def2-TZVPD) results for a molecular structure, C2H3N2OS.

XYZ file:
```
9
C2H3N2OS | OMol25 | ωB97M-V/def2-TZVPD
C 0.78964 0.26991 0.00705
C -0.63167 -0.31080 0.24518
N 1.85240 -0.23912 -0.50416
N -2.43935 0.00183 0.01139
O -2.69821 0.49076 -1.05962
S 3.56939 0.03651 -0.39732
H 0.72393 1.36524 0.44727
H -0.65526 -1.40546 -0.06407
H -0.51086 -0.20885 1.31429
```

Results
Total charge ... -1
Electronic energy ... -17981.151 eV
HOMO ... -0.0895 hartree
HOMO-LUMO gap ... 5.292 eV

17.
DFT (ωB97M-V/def2-TZVPD) results for 2 unconnected molecules or ions with the total composition C2H3N2P.

XYZ file:
```
8
C2H3N2P | OMol25 | ωB97M-V/def2-TZVPD
C -0.52137 1.93262 -0.58126
C 1.83496 -0.70682 -0.95629
N -0.75354 0.77999 -0.40075
N 1.89911 0.13114 -0.17167
P -1.61220 -0.53626 -0.43289
H 0.28970 2.52954 -0.32289
H 1.52434 -1.47276 -1.69592
H -2.20502 -0.25395 0.85250
```

Results
Electronic energy ... -14387.519 eV
HOMO ... -0.2823 hartree
HOMO-LUMO gap ... 7.719 eV

18.
DFT (ωB97M-V/def2-TZVPD) results for a gas-phase ion, C2H3N2S2 (charge +1).

XYZ file:
```
9
C2H3N2S2 | OMol25 | ωB97M-V/def2-TZVPD
C -0.77676 -0.12856 0.33663
C 1.33626 -0.49139 -0.88093
N 0.35197 -0.91899 -0.08166
N -0.46904 1.04044 0.79052
S 2.40538 0.02446 -1.85572
S -2.20623 -0.77813 -0.13123
H 0.01114 -1.83079 0.07628
H 0.52246 1.34529 0.61777
H -1.17517 1.73768 1.12833
```

Results
Total charge ... +1
Electronic energy ... -26764.154 eV
HOMO ... -0.4888 hartree
HOMO-LUMO gap ... 6.602 eV

19.
DFT (ωB97M-V/def2-TZVPD) results for a gas-phase ion, C2H3N2S3 (charge -1).

XYZ file:
```
10
C2H3N2S3 | OMol25 | ωB97M-V/def2-TZVPD
N -1.49771 -0.59691 -0.02338
C -1.44701 0.74053 -0.18741
S -3.25690 1.33792 0.25411
N -0.38014 1.52849 -0.33345
C 0.85968 1.17450 -0.02672
S 1.45798 -0.29220 0.53202
S 1.93403 2.63053 0.03282
H -0.65730 -1.17360 -0.15379
H -2.30283 -0.90907 0.65409
H 2.97471 1.97091 0.22346
```

Results
Total charge ... -1
Electronic energy ... -37609.428 eV
HOMO ... -0.1384 hartree
HOMO-LUMO gap ... 6.873 eV
SMILES ... NC(=S)/N=C(\[S-])S

20.
DFT (ωB97M-V/def2-TZVPD) results for a single C2H3N3 molecule.

XYZ file:
```
8
C2H3N3 | OMol25 | ωB97M-V/def2-TZVPD
C -0.75042 -0.89674 0.06967
C -0.17425 0.88086 -0.09202
H -1.36291 -1.78599 -0.25314
H 0.03578 1.90119 -0.02203
H 2.02286 0.49424 0.44509
N -1.30321 0.32340 0.00633
N 0.95164 0.14873 -0.09771
N 0.58050 -1.06569 -0.05620
```

Results
Electronic energy ... -6590.279 eV
HOMO ... -0.3595 hartree
HOMO-LUMO gap ... 10.130 eV